Computed, not measured: C23H21FO4S in the gas phase, with ωB97M-V/def2-TZVPD.

```
50
Properties=species:S:1:pos:R:3:mulliken_charge:R:1
C -4.5574 2.0557 1.0109 -1.144
C -3.3620 2.7942 1.5494 -0.274
O -2.2017 2.1132 1.0037 -0.109
C -1.0995 2.8076 1.3360 0.298
C 0.1768 2.1353 0.9150 0.030
F 1.2003 2.9506 1.2833 -0.336
S 0.3624 0.5385 1.6647 1.488
C 2.0856 0.1950 1.5392 0.216
C 2.8817 0.8916 0.6294 -0.054
C 4.2709 0.7456 0.6551 -0.870
C 4.8683 -0.0263 1.6565 -0.414
C 4.0803 -0.6704 2.6056 -0.707
C 2.6907 -0.5657 2.5538 -0.445
O -0.2013 0.2597 2.9583 -0.798
O -0.4043 -0.2253 0.5136 -0.366
O -1.1379 3.8477 1.9814 -0.641
H -5.4765 2.6026 1.2441 0.416
H -4.4795 1.9435 -0.0781 0.244
H -4.6232 1.0585 1.4696 0.269
H -3.3500 3.8441 1.2243 0.338
H -3.3148 2.7576 2.6508 0.321
H 2.4202 1.5847 -0.0725 0.369
H 4.8700 1.2438 -0.1087 0.404
H 5.9534 -0.1273 1.6865 0.403
H 4.5238 -1.2623 3.4053 0.419
H 2.0603 -1.0268 3.3082 0.479
C 0.2466 -0.4154 -0.7962 0.453
C 0.5258 -1.9110 -0.7202 0.435
C 1.8035 -2.3689 -0.4122 -0.255
C 1.9878 -3.6648 0.0690 -0.651
C 0.8779 -4.5053 0.2105 -0.577
C -0.3748 -4.1005 -0.2550 -0.696
C -0.5525 -2.8055 -0.7493 -0.460
C -0.7049 0.0616 -1.8549 0.281
C -0.1439 0.7536 -2.9377 -0.144
C -0.9202 1.1125 -4.0309 -0.763
C -2.2803 0.7924 -4.0327 -0.387
C -2.8482 0.1236 -2.9466 -1.177
C -2.0836 -0.1670 -1.8094 -0.115
H 1.1730 0.1615 -0.8917 0.349
H 2.6386 -1.6729 -0.5308 0.452
H 2.9934 -4.0106 0.3302 0.404
H 1.0019 -5.4894 0.6590 0.383
H -1.2260 -4.7811 -0.2321 0.390
H -1.5139 -2.4718 -1.1276 0.428
H 0.9182 0.9940 -2.8793 0.329
H -0.4409 1.6087 -4.8782 0.390
H -2.8865 1.0717 -4.8898 0.395
H -3.8899 -0.2005 -2.9730 0.388
H -2.5376 -0.5805 -0.9064 0.614
```

Calculated values
Gap between HOMO and LUMO (Eh): 0.2788
2S+1: 1